1.
{
  "formula": "C9H50BaNO17",
  "method": "ωB97M-V with the def2-TZVPD basis set",
  "species": ["Ba", "C", "C", "C", "C", "C", "C", "N", "O", "C", "C", "C", "H", "H", "H", "H", "H", "H", "H", "H", "H", "H", "H", "H", "H", "H", "H", "H", "H", "H", "O", "H", "H", "O", "H", "H", "O", "H", "H", "O", "H", "H", "O", "H", "H", "O", "H", "H", "O", "H", "H", "O", "H", "H", "O", "H", "H", "O", "H", "H", "O", "H", "H", "O", "H", "H", "O", "H", "H", "O", "H", "H", "O", "H", "H", "O", "H", "H"],
  "coordinates": [[-1.19, 0.29, 2.00], [0.37, -2.31, -3.02], [1.90, -2.46, -3.36], [2.12, -2.33, -4.88], [2.23, -0.95, -5.41], [3.36, -0.23, -4.62], [3.13, -0.20, -3.11], [2.82, -1.57, -2.54], [2.71, -1.75, -1.09], [1.89, 0.77, -2.76], [4.41, 0.40, -2.51], [2.26, -3.90, -3.05], [0.21, -2.45, -1.95], [-0.41, -2.95, -3.42], [0.25, -1.27, -3.34], [1.16, -2.61, -5.30], [2.82, -3.05, -5.31], [1.30, -0.39, -5.32], [2.46, -0.88, -6.48], [3.41, 0.76, -5.08], [4.39, -0.58, -4.77], [2.30, 1.77, -2.87], [1.52, 0.72, -1.74], [1.02, 0.57, -3.39], [4.10, 0.74, -1.53], [4.90, 1.21, -3.04], [5.16, -0.39, -2.47], [3.30, -4.17, -3.26], [1.58, -4.52, -3.63], [2.07, -4.10, -1.99], [1.55, -0.11, 1.16], [1.78, -0.40, 0.28], [2.40, 0.02, 1.59], [-0.64, -2.33, 1.71], [-0.44, -2.92, 0.99], [0.05, -2.50, 2.35], [-0.82, 2.55, 0.50], [-0.03, 2.82, 0.02], [-1.52, 3.09, 0.13], [-0.25, -0.53, 4.53], [-0.26, -0.06, 5.37], [0.01, -1.43, 4.76], [-2.99, -1.04, -2.17], [-2.82, -1.31, -3.07], [-3.74, -0.45, -2.23], [-2.63, 1.70, 3.88], [-3.00, 2.58, 3.83], [-2.49, 1.55, 4.81], [-4.89, 1.72, -0.62], [-5.83, 1.84, -0.79], [-4.47, 1.92, -1.45], [-1.52, 5.07, 2.90], [-1.70, 4.58, 3.70], [-1.44, 4.40, 2.22], [-2.40, 1.22, 6.64], [-1.69, 0.63, 6.87], [-3.00, 1.17, 7.38], [-3.60, -0.22, 0.66], [-4.19, 0.31, 0.13], [-3.93, -1.11, 0.57], [1.44, -2.72, 3.67], [2.34, -2.71, 3.99], [1.28, -3.64, 3.45], [-2.85, -1.27, 3.92], [-3.66, -0.87, 4.23], [-2.54, -1.79, 4.66], [0.74, 1.90, 3.46], [0.29, 2.30, 4.21], [1.59, 1.64, 3.80], [1.73, 4.27, 2.07], [2.57, 3.81, 2.09], [1.08, 3.58, 2.25], [-0.81, -0.49, -0.57], [-0.01, -0.93, -0.86], [-1.47, -0.75, -1.22], [-5.16, 3.53, 1.45], [-4.91, 2.86, 0.82], [-4.71, 4.32, 1.15]],
  "lowdin_charge": [2.13, -0.05, -0.50, -0.17, -0.19, -0.15, -0.48, -0.16, -0.31, -0.04, -0.06, -0.07, 0.05, 0.08, 0.06, 0.11, 0.12, 0.10, 0.11, 0.11, 0.12, 0.07, 0.04, 0.05, 0.07, 0.08, 0.09, 0.09, 0.08, 0.07, -0.15, -0.02, 0.05, -0.17, 0.07, -0.01, -0.15, 0.07, 0.06, -0.14, 0.04, 0.04, -0.02, 0.07, 0.04, -0.17, 0.05, -0.01, -0.02, 0.10, 0.09, -0.02, 0.02, 0.00, -0.02, 0.04, 0.07, -0.16, -0.02, 0.06, -0.03, 0.07, 0.07, -0.11, 0.05, 0.05, -0.12, 0.05, 0.07, -0.05, 0.04, -0.03, -0.20, 0.00, -0.01, -0.05, -0.03, 0.04],
  "orbital_gap_ev": 3.19,
  "homo_ev": -6.63,
  "total_energy_ha": -1732.02379,
  "charge": 1
}

2.
{
  "formula": "C9H52NO18",
  "method": "ωB97M-V with the def2-TZVPD basis set",
  "species": ["C", "C", "C", "C", "C", "C", "N", "O", "C", "C", "C", "H", "H", "H", "H", "H", "H", "H", "H", "H", "H", "H", "H", "H", "H", "H", "H", "H", "H", "O", "H", "H", "O", "H", "H", "O", "H", "H", "O", "H", "H", "O", "H", "H", "O", "H", "H", "O", "H", "H", "O", "H", "H", "O", "H", "H", "O", "H", "H", "O", "H", "H", "O", "H", "H", "O", "H", "H", "O", "H", "H", "O", "H", "H", "O", "H", "H", "O", "H", "H"],
  "coordinates": [[2.73, -0.61, -0.05], [1.41, -1.30, -0.40], [1.07, -2.18, 0.86], [0.58, -1.52, 2.22], [-0.54, -0.59, 1.86], [-0.23, 0.36, 0.68], [0.29, -0.38, -0.53], [-0.09, 0.14, -1.84], [0.70, 1.49, 1.23], [-1.60, 1.10, 0.37], [1.64, -2.33, -1.53], [2.76, -0.19, 0.96], [2.83, 0.27, -0.69], [3.53, -1.33, -0.24], [2.04, -2.63, 1.07], [0.56, -3.11, 0.61], [1.42, -1.03, 2.72], [0.29, -2.15, 3.05], [-0.73, -0.10, 2.81], [-1.48, -1.10, 1.64], [1.49, 1.10, 1.86], [0.16, 2.22, 1.83], [1.12, 2.00, 0.36], [-1.41, 2.15, 0.13], [-2.14, 1.31, 1.30], [-2.23, 0.48, -0.27], [0.62, -2.71, -1.66], [2.31, -3.09, -1.14], [2.10, -1.84, -2.38], [3.32, -4.14, -6.82], [4.08, -4.72, -6.87], [3.05, -4.18, -5.90], [-6.53, 0.96, 2.88], [-6.37, 0.47, 2.07], [-5.66, 1.16, 3.22], [-6.02, -2.05, -0.48], [-5.11, -2.15, -0.77], [-6.26, -1.17, -0.75], [-2.40, -2.96, -1.59], [-1.96, -2.11, -1.52], [-1.69, -3.60, -1.59], [-3.44, -0.96, -5.65], [-3.03, -1.78, -5.39], [-2.74, -0.31, -5.61], [-1.51, -4.38, 6.92], [-0.93, -3.76, 7.36], [-2.12, -3.83, 6.43], [5.46, 1.60, 3.39], [5.90, 2.07, 4.10], [5.28, 0.74, 3.76], [1.26, 3.84, -3.54], [2.18, 3.67, -3.71], [0.95, 3.08, -3.06], [-0.71, 2.61, 6.47], [-0.97, 3.19, 5.75], [-1.50, 2.09, 6.64], [1.92, 0.19, -5.59], [1.60, -0.59, -6.05], [1.50, 0.15, -4.73], [1.76, 6.73, 2.61], [2.02, 6.10, 3.28], [0.94, 7.11, 2.95], [3.93, -8.14, -3.89], [3.26, -7.87, -3.26], [3.49, -8.79, -4.45], [7.62, 1.20, 0.18], [6.78, 1.38, 0.62], [7.99, 0.46, 0.66], [-6.50, 1.56, -2.17], [-7.08, 1.38, -2.91], [-5.68, 1.86, -2.57], [-3.56, 2.79, -3.72], [-3.17, 3.65, -3.87], [-2.83, 2.25, -3.43], [2.92, 0.74, 6.01], [3.39, 1.57, 5.95], [2.03, 0.93, 5.71], [-4.56, 6.24, -0.63], [-4.05, 5.43, -0.69], [-5.47, 5.95, -0.56]],
  "lowdin_charge": [-0.05, -0.54, -0.13, -0.17, -0.19, -0.46, -0.20, -0.36, -0.06, -0.06, -0.04, 0.05, 0.08, 0.07, 0.09, 0.10, 0.09, 0.10, 0.10, 0.11, 0.05, 0.06, 0.08, 0.06, 0.06, 0.07, 0.06, 0.07, 0.08, -0.05, 0.03, 0.03, -0.05, 0.03, 0.02, -0.06, 0.02, 0.01, -0.06, 0.01, 0.02, -0.06, 0.03, 0.03, -0.06, 0.03, 0.03, -0.05, 0.03, 0.03, -0.06, 0.03, 0.01, -0.05, 0.03, 0.03, -0.06, 0.02, 0.02, -0.05, 0.03, 0.03, -0.06, 0.03, 0.03, -0.06, 0.02, 0.02, -0.05, 0.03, 0.01, -0.05, 0.03, 0.04, -0.05, 0.02, 0.02, -0.06, 0.03, 0.03],
  "orbital_gap_ev": 3.99,
  "homo_ev": -2.46,
  "total_energy_ha": -1783.05647,
  "charge": -1
}

3.
{
  "formula": "C9H54CdNO19",
  "method": "ωB97M-V with the def2-TZVPD basis set",
  "species": ["Cd", "C", "C", "C", "C", "C", "C", "N", "O", "C", "C", "C", "H", "H", "H", "H", "H", "H", "H", "H", "H", "H", "H", "H", "H", "H", "H", "H", "H", "H", "O", "H", "H", "O", "H", "H", "O", "H", "H", "O", "H", "H", "O", "H", "H", "O", "H", "H", "O", "H", "H", "O", "H", "H", "O", "H", "H", "O", "H", "H", "O", "H", "H", "O", "H", "H", "O", "H", "H", "O", "H", "H", "O", "H", "H", "O", "H", "H", "O", "H", "H", "O", "H", "H"],
  "coordinates": [[-5.70, 1.71, 22.75], [-5.90, -2.02, 26.27], [-7.17, -1.40, 25.56], [-8.48, -2.05, 26.18], [-8.92, -1.58, 27.54], [-9.08, -0.04, 27.41], [-7.78, 0.75, 26.95], [-7.31, 0.09, 25.68], [-6.45, 0.85, 24.81], [-6.76, 0.86, 28.13], [-8.34, 2.16, 26.63], [-7.14, -1.95, 24.03], [-5.04, -1.52, 25.82], [-5.65, -3.06, 26.06], [-5.88, -1.84, 27.34], [-8.32, -3.13, 26.21], [-9.27, -1.80, 25.48], [-8.30, -1.93, 28.38], [-9.87, -2.00, 27.85], [-9.26, 0.22, 28.45], [-10.03, 0.22, 26.95], [-7.23, 1.55, 28.83], [-5.82, 1.36, 27.89], [-6.60, -0.03, 28.74], [-8.73, 2.47, 27.60], [-9.14, 2.18, 25.88], [-7.61, 2.94, 26.40], [-7.16, -3.00, 23.78], [-6.15, -1.75, 23.62], [-7.80, -1.39, 23.36], [-9.71, -2.69, 30.57], [-10.27, -1.92, 30.44], [-9.97, -3.29, 29.87], [-9.80, 1.95, 30.81], [-9.53, 2.78, 30.41], [-10.38, 2.20, 31.52], [-8.95, 4.13, 29.68], [-8.56, 4.63, 28.96], [-8.71, 4.63, 30.47], [-6.75, 3.36, 23.17], [-7.34, 3.96, 22.72], [-6.39, 3.87, 23.90], [-12.88, 0.10, 27.33], [-13.03, 0.66, 26.57], [-13.02, 0.68, 28.08], [-7.36, 0.71, 21.89], [-7.43, 0.24, 21.06], [-8.23, 0.65, 22.28], [-9.50, 0.56, 23.49], [-9.77, -0.30, 23.16], [-9.07, 0.37, 24.32], [-10.96, -4.26, 24.56], [-10.88, -3.36, 24.87], [-11.73, -4.25, 24.00], [-3.13, -2.04, 23.77], [-2.37, -2.54, 23.46], [-2.95, -1.89, 24.70], [-7.24, -4.52, 28.23], [-6.68, -3.85, 28.63], [-6.71, -4.88, 27.52], [-6.66, -5.72, 24.62], [-7.52, -6.14, 24.67], [-6.86, -4.79, 24.48], [-11.19, -0.44, 30.69], [-11.10, 0.48, 30.46], [-11.66, -0.83, 29.95], [-4.07, 2.16, 26.35], [-4.91, 1.90, 26.72], [-3.47, 1.46, 26.61], [-6.28, -2.37, 30.12], [-6.48, -1.45, 30.27], [-5.34, -2.40, 29.98], [-4.61, 0.02, 22.48], [-4.19, -0.29, 21.68], [-4.20, -0.50, 23.17], [-12.51, -2.01, 28.92], [-12.51, -1.25, 28.34], [-12.45, -2.76, 28.34], [-7.93, -0.20, 31.76], [-8.31, 0.40, 31.12], [-8.61, -0.85, 31.93], [-7.62, 5.78, 28.16], [-7.18, 6.40, 28.74], [-6.92, 5.43, 27.61]],
  "lowdin_charge": [1.45, -0.02, -0.39, -0.15, -0.17, -0.11, -0.43, -0.18, -0.40, 0.01, -0.04, -0.01, 0.05, 0.07, 0.06, 0.10, 0.09, 0.09, 0.09, 0.10, 0.11, 0.08, 0.05, 0.06, 0.07, 0.08, 0.06, 0.07, 0.04, 0.04, -0.05, -0.04, 0.03, -0.05, -0.03, 0.06, -0.05, -0.01, 0.07, -0.08, 0.10, 0.08, -0.03, 0.06, 0.06, -0.12, 0.08, 0.00, -0.04, 0.05, 0.01, -0.05, 0.00, 0.03, -0.03, 0.06, 0.05, -0.04, -0.01, 0.02, -0.04, 0.04, -0.01, -0.04, 0.01, -0.02, -0.07, -0.03, 0.03, -0.04, 0.00, 0.05, -0.10, 0.09, 0.03, -0.04, -0.02, 0.06, -0.04, -0.01, 0.03, -0.02, 0.07, 0.06],
  "orbital_gap_ev": 4.47,
  "homo_ev": -8.95,
  "total_energy_ha": -2026.97751,
  "charge": 1
}

4.
{
  "formula": "C9H5Cl2F6N2OS2Sr",
  "method": "ωB97M-V with the def2-TZVPD basis set",
  "species": ["Sr", "S", "C", "S", "C", "C", "N", "C", "N", "Cl", "C", "Cl", "H", "H", "C", "C", "O", "C", "F", "F", "F", "C", "F", "F", "F", "H", "H", "H"],
  "coordinates": [[0.60, -1.09, -0.41], [1.07, -3.83, -0.75], [-0.65, -3.92, -0.28], [-1.68, -2.56, 0.16], [-1.20, -5.09, -0.19], [-2.60, -5.37, 0.13], [-3.68, -5.57, 0.57], [-0.43, -6.22, -0.54], [0.30, -7.09, -0.80], [2.93, -0.28, 1.78], [3.63, 0.80, 0.55], [3.61, 0.02, -1.02], [4.67, 0.96, 0.90], [3.01, 1.67, 0.64], [-1.07, 2.36, 1.28], [-0.50, 2.24, -0.14], [0.19, 1.09, -0.40], [0.58, 3.36, -0.23], [1.42, 3.26, 0.87], [1.30, 3.52, -1.33], [-0.08, 4.57, 0.01], [-1.62, 2.51, -1.18], [-2.47, 1.43, -1.22], [-2.40, 3.55, -0.93], [-1.12, 2.70, -2.45], [-0.26, 2.47, 2.06], [-1.65, 1.47, 1.54], [-1.89, 3.04, 1.38]],
  "lowdin_charge": [1.03, 0.34, -1.19, 0.38, -0.49, -0.24, 0.11, -0.31, 0.12, 0.52, -0.97, 0.57, 0.05, 0.00, 0.01, -0.49, -0.44, -0.49, 0.07, 0.18, 0.08, -0.51, 0.12, 0.16, 0.11, 0.12, 0.09, 0.08],
  "orbital_gap_ev": 6.82,
  "homo_ev": -4.81,
  "total_energy_ha": -2877.55419,
  "charge": -1
}

5.
{
  "formula": "C9H5Cl3NO3",
  "method": "ωB97M-V with the def2-TZVPD basis set",
  "species": ["C", "C", "C", "C", "O", "C", "O", "O", "N", "C", "Cl", "C", "Cl", "C", "C", "Cl", "H", "H", "H", "H", "H"],
  "coordinates": [[2.21, 1.30, -0.94], [1.00, 0.46, -0.91], [0.13, -0.36, -0.88], [-1.15, -0.94, -1.35], [-1.52, -0.27, -2.46], [-0.79, 1.14, -3.23], [0.28, 0.88, -3.65], [-1.55, 2.05, -2.99], [-0.95, -2.29, -1.76], [-1.94, -3.03, -1.94], [-1.63, -4.49, -2.86], [-3.29, -2.70, -1.50], [-4.60, -3.57, -2.18], [-3.39, -1.71, -0.59], [-2.15, -1.06, -0.13], [-2.36, 0.48, 0.63], [2.27, 1.80, -1.94], [3.21, 0.85, -0.64], [1.93, 2.08, -0.17], [-4.38, -1.48, -0.23], [-1.53, -1.67, 0.51]],
  "lowdin_charge": [-0.11, -0.09, 0.02, -0.66, -0.05, -0.61, 0.08, 0.04, 0.13, -0.75, 0.61, -0.68, 0.65, -0.10, -0.65, 0.70, 0.08, 0.08, 0.08, 0.10, 0.11],
  "orbital_gap_ev": 8.24,
  "smiles": "CC#C[C@@]1(OC(=O)[O-])N=C(Cl)C(Cl)=C[C@@H]1Cl",
  "homo_ev": -5.32,
  "total_energy_ha": -2006.98235,
  "charge": -1
}

6.
{
  "formula": "C9H5ErNO4S",
  "method": "ωB97M-V with the def2-TZVPD basis set",
  "species": ["O", "C", "Er", "O", "C", "C", "O", "C", "O", "S", "C", "N", "C", "C", "C", "C", "H", "H", "H", "H", "H"],
  "coordinates": [[2.52, 3.17, 1.16], [2.05, 2.17, 0.84], [1.19, 0.05, 0.25], [3.98, -0.78, 2.41], [3.11, -0.50, 1.70], [2.98, 0.67, -1.24], [3.73, 1.00, -2.05], [2.05, -1.93, -0.80], [2.60, -2.87, -1.18], [0.14, 1.01, -2.03], [-1.04, 0.29, -0.97], [-1.18, 0.87, 0.33], [-2.17, 0.46, 1.23], [-3.06, -0.51, 0.83], [-2.89, -1.17, -0.41], [-1.89, -0.79, -1.28], [-0.73, 1.81, 0.42], [-2.14, 0.99, 2.19], [-3.88, -0.73, 1.51], [-3.60, -1.98, -0.64], [-1.79, -1.24, -2.28]],
  "lowdin_charge": [0.27, -0.02, 1.07, 0.25, 0.04, -0.12, 0.26, 0.02, 0.25, 0.84, -0.75, -0.05, 0.03, 0.05, 0.08, -0.01, 0.15, 0.16, 0.16, 0.17, 0.16],
  "orbital_gap_ev": [7.10, 7.22],
  "spin_multiplicity": 4,
  "homo_ev": [-20.70, -20.72],
  "total_energy_ha": -2113.75458,
  "charge": 3
}